The following is a DFT calculation (ωB97M-V with the def2-TZVPD basis set) of a molecular structure, C21H26BrF5NNiO2Si2.

The geometry in XYZ format:
```
59
C21H26BrF5NNiO2Si2, DFT ωB97M-V with the def2-TZVPD basis set
Ni -0.06 -0.71 0.90
C 0.99 2.27 -0.43
Si 0.11 1.14 -1.65
C -1.72 1.49 -1.71
C 0.78 1.68 -3.33
C 0.47 -0.61 -1.25
C 1.87 -0.80 -0.81
C 3.03 -0.87 -1.59
C 4.26 -1.02 -0.98
C 4.34 -1.12 0.41
C 3.17 -1.07 1.13
N 1.98 -0.94 0.53
Si -0.17 -1.93 -2.35
C 0.14 -1.64 -4.20
C 0.74 -3.52 -2.00
C -2.02 -2.08 -2.16
H 0.50 3.25 -0.37
H 2.02 2.44 -0.77
H 1.04 1.86 0.58
H -1.91 2.57 -1.73
H -2.22 1.07 -0.83
H -2.16 1.05 -2.61
H 0.67 2.77 -3.48
H 0.26 1.18 -4.15
H 1.85 1.45 -3.42
H 2.95 -0.77 -2.67
H 5.17 -1.06 -1.58
H 5.29 -1.24 0.92
H 3.15 -1.16 2.21
H 1.21 -1.52 -4.41
H -0.38 -0.75 -4.56
H -0.22 -2.50 -4.78
H 1.78 -3.43 -2.34
H 0.29 -4.37 -2.54
H 0.75 -3.76 -0.94
H -2.53 -1.35 -2.81
H -2.30 -1.87 -1.12
H -2.39 -3.08 -2.41
Br -0.81 4.42 6.47
C -1.61 3.78 4.86
C -2.74 4.42 4.38
C -3.32 3.96 3.21
C -2.78 2.87 2.54
C -1.64 2.25 3.04
C -1.04 2.70 4.20
C -1.03 1.08 2.30
O 0.10 0.65 2.65
O -1.66 0.60 1.32
H -3.15 5.27 4.91
H -4.20 4.45 2.82
H -3.22 2.49 1.63
H -0.16 2.21 4.57
F -1.24 -3.47 0.44
C -0.90 -2.52 1.38
F -2.09 -2.28 2.07
C -0.04 -3.29 2.39
F -0.67 -4.30 3.02
F 1.03 -3.83 1.77
F 0.43 -2.47 3.35
```

Properties
Kohn-Sham gap (alpha / beta) = 0.2588 / 0.2807 Ha
Energy relative to the best compared isomer or geometry (same formula, charge and spin) = 0.0 kJ/mol
Energy = -6181.9025 Ha
Multiplicity = 3
Highest occupied orbital energy (alpha / beta) = -4.587 / -5.183 eV
Total charge = -1